[1]
Below is an isolated molecule of C3H3N3 in a non-equilibrium geometry, with properties calculated with ωB97M-V with the def2-TZVPD basis set.

Last column: natural (NBO) charge in e.
Cartesian coordinates (Å):
N1 -2.099 -0.250 -0.076  -0.476
C1 -0.883 -0.046 -0.032  0.428
N2 -0.090 -1.262 0.017  -0.347
C2 1.104 -0.820 -0.001  0.006
C3 1.107 0.641 -0.080  0.042
N3 -0.178 1.043 0.061  -0.442
H1 -2.673 0.568 0.171  0.351
H2 1.939 -1.425 0.028  0.202
H3 1.773 1.552 -0.087  0.237

SMILES: N=C1N=CC=N1
Energy relative to the best compared isomer or geometry (same formula, charge and spin): 1.9813 eV
Kohn-Sham gap: 9.320 eV
E_tot: -280.3080 hartree

***

[2]
Below is a 2-piece molecular cluster, C3H3N3 overall in a non-equilibrium geometry, with properties calculated with ωB97M-V with the def2-TZVPD basis set.

Last column: natural (NBO) charge in e.
Cartesian coordinates (Å):
C1 -0.336 -1.532 0.009  0.159
C2 -1.689 1.294 0.226  -0.053
C3 0.329 -0.368 0.377  0.133
N1 -0.881 -2.517 -0.170  -0.146
N2 -2.578 1.855 -0.225  -0.539
N3 1.260 0.309 -0.388  -0.659
H1 0.489 -0.166 1.492  0.284
H2 1.467 0.187 -1.314  0.407
H3 1.939 0.939 -0.006  0.415

Energy relative to the best compared isomer or geometry (same formula, charge and spin): 4.1253 eV
Kohn-Sham gap (spin up / spin down): 7.362 / 7.378 eV
E_tot: -280.2292 hartree

***

[3]
Below is an isolated molecule of C3H3N3 in a non-equilibrium geometry, with properties calculated with ωB97M-V with the def2-TZVPD basis set.

Last column: natural (NBO) charge in e.
Cartesian coordinates (Å):
N1 -0.716 -2.350 -0.327  -0.249
C1 -0.375 -1.376 0.147  0.239
C2 0.107 -0.073 0.449  -0.162
N2 1.187 0.324 -0.433  -0.797
C3 -1.336 0.730 0.373  0.204
N3 -2.091 1.307 -0.253  -0.296
H1 0.458 0.018 1.491  0.263
H2 1.010 0.339 -1.437  0.404
H3 1.756 1.080 -0.011  0.395

SMILES: N#CC(N)C#N
Energy relative to the best compared isomer or geometry (same formula, charge and spin): 1.7003 eV
Kohn-Sham gap: 11.392 eV
E_tot: -280.3183 hartree

***

[4]
Below is an isolated molecule of C3H3N3 in a non-equilibrium geometry, with properties calculated with ωB97M-V with the def2-TZVPD basis set.

Last column: natural (NBO) charge in e.
Cartesian coordinates (Å):
C1 -0.833 0.255 -0.011  -0.217
C2 0.171 1.159 -0.094  -0.040
N1 1.460 0.804 -0.147  -0.215
N2 1.892 -0.414 0.071  0.041
N3 0.855 -1.303 -0.013  -0.271
C3 -0.374 -1.103 -0.147  0.032
H1 -2.039 0.336 0.299  0.242
H2 -0.181 2.249 0.179  0.221
H3 -0.950 -1.984 -0.138  0.207

SMILES: c1cnnnc1
Energy relative to the best compared isomer or geometry (same formula, charge and spin): 3.3800 eV
Kohn-Sham gap: 9.323 eV
E_tot: -280.2566 hartree

***

[5]
Below is an isolated molecule of C3H3N3 in a non-equilibrium geometry, with properties calculated with ωB97M-V with the def2-TZVPD basis set.

Last column: natural (NBO) charge in e.
Cartesian coordinates (Å):
C1 -0.247 -0.306 0.769  -0.254
C2 -0.666 -0.884 -0.452  0.034
N1 -0.250 -0.440 -1.625  -0.242
N2 0.574 0.703 -1.635  0.008
N3 0.887 1.326 -0.549  -0.209
C3 0.511 0.837 0.681  0.003
H1 -0.554 -0.808 1.686  0.232
H2 -1.380 -1.724 -0.381  0.208
H3 0.880 1.444 1.518  0.220

SMILES: c1cnnnc1
Energy relative to the best compared isomer or geometry (same formula, charge and spin): 2.0721 eV
Kohn-Sham gap: 9.936 eV
E_tot: -280.3046 hartree

***

[6]
Below is an isolated molecule of C3H3N3 in a non-equilibrium geometry, with properties calculated with ωB97M-V with the def2-TZVPD basis set.

Last column: natural (NBO) charge in e.
Cartesian coordinates (Å):
C1 1.862 -0.589 0.131  -0.090
N1 0.610 -0.508 -0.555  -0.277
N2 0.186 0.787 -0.269  -0.229
C2 -1.094 0.876 -0.156  -0.031
C3 -1.961 -0.270 -0.085  0.194
N3 -2.977 -0.863 -0.016  -0.247
H1 2.369 -1.600 -0.213  0.203
H2 2.505 0.226 0.924  0.231
H3 -1.500 1.942 0.240  0.245

SMILES: C=N/N=C\C#N
Energy relative to the best compared isomer or geometry (same formula, charge and spin): 4.3049 eV
Kohn-Sham gap: 9.475 eV
E_tot: -280.2226 hartree

***

Q: Among the records above, which one has the lowest energy relative to the best compared isomer or geometry (same formula, charge and spin)?
A: number 3